[1]
A single C6H11N3OS molecule at a distorted geometry, computed with ωB97M-V with the def2-TZVPD basis set.

```
! RIJCOSX wB97M-V def2-TZVPD def2/J DEFGRID3
* xyz 0 1
C -0.05373 0.68701 -0.18289
C -0.11263 0.79729 1.20288
C 0.58197 -0.56252 -0.41467
C -0.75214 1.91666 1.98078
C 0.98524 -1.21406 -1.67222
C 1.14877 -2.48526 1.15692
N 0.34106 -0.28347 1.78221
N 0.73823 -1.13539 0.84881
N -2.05716 1.79504 -1.46736
O 0.25344 1.71989 -2.62760
S -0.38927 2.02579 -1.30436
H -0.39485 2.81383 1.49432
H -1.81652 1.75011 1.79043
H -0.53319 1.80037 3.06318
H 1.69495 -1.98915 -1.52922
H 0.15563 -1.68117 -2.22672
H 1.49733 -0.53695 -2.48198
H 2.23116 -2.79299 1.01680
H 0.86193 -2.73867 2.14632
H 0.60389 -3.30018 0.40568
H -2.53199 1.41219 -0.63037
H -2.45212 2.00162 -2.35097
*
```

Results
frontier orbital gap	9.43	eV
ΔE to the lowest compared entry with this formula, charge and spin	2.205	eV



[2]
A single C6H11N3OS molecule at a distorted geometry, computed with ωB97M-V with the def2-TZVPD basis set.

```
! RIJCOSX wB97M-V def2-TZVPD def2/J DEFGRID3
* xyz 0 1
C 2.00059 2.19622 -0.10825
C 2.81618 -0.16195 -0.09164
C 2.27061 -1.50731 -0.42645
C 0.54358 0.28961 0.09094
C -1.75529 0.42272 0.52681
C -2.84719 0.81342 -0.51185
H 1.12588 2.67389 -0.28367
H 2.98590 2.37562 -0.72216
H 2.13063 2.38818 0.89393
H 3.04613 -0.05209 0.85099
H 3.55026 0.06178 -0.76808
H 2.10738 -1.59858 -1.63998
H 2.79282 -2.58310 0.04305
H -3.63368 1.29191 0.23845
H -2.67043 1.29210 -1.23628
H -3.80850 -1.14549 -0.22476
H -2.76436 -1.04172 -1.62579
N 1.70484 0.79345 -0.22864
N -0.55049 1.06505 0.26598
N -3.44415 -0.47534 -1.04262
O -1.87229 -0.34320 1.43708
S 0.49838 -1.43221 0.19608
*
```

Results
frontier orbital gap	8.89	eV
SMILES	CN1CCS/C1=N\C(=O)CN
ΔE to the lowest compared entry with this formula, charge and spin	3.654	eV



[3]
A single C6H11N3S molecule at a distorted geometry, computed with ωB97M-V with the def2-TZVPD basis set.

```
! RIJCOSX wB97M-V def2-TZVPD def2/J DEFGRID3
* xyz 0 1
C -0.61957 -0.32359 2.34538
C -0.19250 1.63462 0.14912
C -0.75436 -0.81090 -0.73629
C 0.08950 2.29669 -1.24475
C 1.63008 -2.34217 -0.74356
C 0.45439 0.19677 0.31965
N -0.89984 2.26436 0.95786
N -1.90258 -0.36826 -0.92176
N 0.43706 -0.24162 1.59441
S -0.07282 -2.30809 -1.38133
H -0.40501 -0.64482 3.37698
H -1.66293 -0.21259 2.12090
H -0.10365 3.31698 -1.20221
H 1.18396 2.08450 -1.42554
H -0.71029 1.72485 -1.81475
H 2.27516 -1.52222 -1.14418
H 2.01515 -3.44443 -0.74148
H 1.38074 -2.10241 0.28295
H 1.34127 0.07836 -0.19127
H -0.96374 1.72286 1.83072
H -2.52003 -0.99890 -1.43085
*
```

Results
frontier orbital gap	9.29	eV
SMILES	[H]/N=C(/C)[C@@H](N=C)/C(=N/[H])SC
ΔE to the lowest compared entry with this formula, charge and spin	2.645	eV



[4]
A single C6H11N3S2 molecule at a distorted geometry, computed with ωB97M-V with the def2-TZVPD basis set.

```
! RIJCOSX wB97M-V def2-TZVPD def2/J DEFGRID3
* xyz 0 1
C -1.42684 -0.54296 1.28756
C -2.18982 0.28247 0.40952
C -3.28420 -0.42873 -0.39713
C -1.24067 0.91820 -0.73259
C 1.53533 0.97784 -0.07075
C 3.55893 -0.23887 -0.03032
H -1.00080 -1.50703 0.89049
H -0.69883 0.09247 1.91355
H -2.09057 -1.01448 2.06835
H -2.52911 1.17686 0.90372
H -2.83775 -1.27004 -0.90788
H -3.63831 0.25076 -1.21449
H -4.16438 -0.86273 0.22735
H -0.77020 0.01526 -1.23736
H -1.92284 1.37423 -1.51273
H 5.49203 0.29636 -0.05277
H 5.17212 -1.13385 -1.01039
N 1.40370 -0.26668 -0.42598
N 2.60348 -0.96129 -0.46907
N 4.91036 -0.58680 0.04104
S -0.03185 1.97131 -0.11340
S 3.15022 1.45771 0.43328
*
```

Results
frontier orbital gap	8.72	eV
SMILES	CC(C)CSc1nnc(N)s1
ΔE to the lowest compared entry with this formula, charge and spin	1.672	eV



What is the ΔE to the lowest compared entry with this formula, charge and spin in the first record?
2.205 eV



Repeat the fourth record exactly.
A single C6H11N3S2 molecule at a distorted geometry, computed with ωB97M-V with the def2-TZVPD basis set.

```
! RIJCOSX wB97M-V def2-TZVPD def2/J DEFGRID3
* xyz 0 1
C -1.42684 -0.54296 1.28756
C -2.18982 0.28247 0.40952
C -3.28420 -0.42873 -0.39713
C -1.24067 0.91820 -0.73259
C 1.53533 0.97784 -0.07075
C 3.55893 -0.23887 -0.03032
H -1.00080 -1.50703 0.89049
H -0.69883 0.09247 1.91355
H -2.09057 -1.01448 2.06835
H -2.52911 1.17686 0.90372
H -2.83775 -1.27004 -0.90788
H -3.63831 0.25076 -1.21449
H -4.16438 -0.86273 0.22735
H -0.77020 0.01526 -1.23736
H -1.92284 1.37423 -1.51273
H 5.49203 0.29636 -0.05277
H 5.17212 -1.13385 -1.01039
N 1.40370 -0.26668 -0.42598
N 2.60348 -0.96129 -0.46907
N 4.91036 -0.58680 0.04104
S -0.03185 1.97131 -0.11340
S 3.15022 1.45771 0.43328
*
```

Results
frontier orbital gap	8.72	eV
SMILES	CC(C)CSc1nnc(N)s1
ΔE to the lowest compared entry with this formula, charge and spin	1.672	eV



frontier orbital gap of number 3 (C6H11N3S)?
9.29 eV



frontier orbital gap of number 1 (C6H11N3OS)?
9.43 eV